9
Properties=species:S:1:pos:R:3:forces:R:3 method="wB97M-V/def2-TZVPD" e_homo_ha=-0.3839 homo_lumo_gap_ev=8.28 relative_energy_ev=3.867 max_force_ev_per_a=6.0 total_energy_ev=-11582.1413 smiles="O=c1nncnnn1" charge=0
C -1.20415 -0.24728 -0.14371 -1.084 -0.838 0.522
C 1.04955 0.60323 0.28091 0.687 0.457 5.985
H 1.54726 0.97718 1.32105 -1.018 0.380 -3.083
N -0.91256 0.99868 -0.79116 2.221 2.144 1.226
N 0.23369 1.54006 -0.45536 -1.685 -3.543 -1.367
N 1.11945 -0.69248 0.45518 1.680 1.746 -0.584
N 0.70160 -1.49412 -0.51925 -2.423 0.162 -1.136
N -0.49048 -1.29368 -0.86101 -0.039 -0.792 0.043
O -2.04436 -0.39159 0.71334 1.661 0.284 -1.605

***

9
Properties=species:S:1:pos:R:3:forces:R:3 method="wB97M-V/def2-TZVPD" e_homo_ha=-0.3678 homo_lumo_gap_ev=8.57 relative_energy_ev=2.998 max_force_ev_per_a=3.0 total_energy_ev=-11583.0108 smiles="O=c1nncnnn1" charge=0
C 1.02724 -0.14525 0.04015 0.739 -0.574 -0.120
C -1.49521 -0.39544 0.48304 -0.213 -1.208 0.703
H -2.24750 -0.83308 1.10938 -0.316 0.101 0.501
N 0.24351 -1.15487 -0.66617 2.370 -0.051 -0.270
N -0.92734 -1.27178 -0.39074 -1.768 -1.500 -1.198
N -1.20333 0.81119 0.52817 -0.670 2.925 0.039
N -0.41394 1.48697 -0.39286 -0.235 -0.084 0.928
N 0.75610 1.11041 -0.47934 -0.470 1.234 -1.538
O 1.98378 -0.34953 0.69476 0.563 -0.844 0.955

***

11
Properties=species:S:1:pos:R:3:forces:R:3 method="wB97M-V/def2-TZVPD" e_homo_ha="-0.3807 / -0.3715" homo_lumo_gap_ev="7.84 / 8.27" relative_energy_ev=5.059 max_force_ev_per_a=3.0 total_energy_ev=-15670.0689 charge=0
C 2.27664 0.02390 -0.07836 -1.097 -0.151 0.248
C 0.83085 0.19117 0.29270 2.665 -1.104 -0.765
N 2.48579 -1.22112 -0.24992 2.180 0.777 -0.458
N 0.34823 -1.06267 0.28524 -1.553 -0.798 0.323
N 0.29953 1.30014 0.53090 -0.935 1.368 0.389
N -2.40405 1.12667 0.65485 0.342 -0.186 2.615
N -2.66981 0.20529 -0.06984 -0.028 0.972 0.025
O -2.89137 -0.89350 -0.35160 -0.289 -1.838 -0.239
O -2.63122 1.41873 -0.79040 -0.230 0.963 -2.391
O 1.35463 -1.88886 -0.03849 -1.429 -0.087 0.328
H 3.00079 0.80026 -0.18508 0.374 0.083 -0.073

***

6
Properties=species:S:1:pos:R:3:forces:R:3 method="wB97M-V/def2-TZVPD" e_homo_ha="-0.3642 / -0.4181" homo_lumo_gap_ev="9.28 / 9.85" relative_energy_ev=9.143 max_force_ev_per_a=2.5 total_energy_ev=-7665.9678 charge=0
C -2.52040 -0.72662 -0.05959 -0.730 -0.269 -0.011
C -1.79077 0.43961 -0.12673 1.324 0.582 0.443
N -3.06983 -1.73566 0.03895 0.052 -0.247 -0.074
O -1.91360 1.65093 -0.66323 -0.648 0.309 -2.344
O -1.65247 1.46380 0.73912 0.278 -0.355 2.050
H 0.78921 -0.04846 0.00054 -0.276 -0.020 -0.063

***

7
Properties=species:S:1:pos:R:3:forces:R:3 method="wB97M-V/def2-TZVPD" e_homo_ha=-0.3596 homo_lumo_gap_ev=10.10 relative_energy_ev=0.157 max_force_ev_per_a=3.0 total_energy_ev=-18510.6612 smiles="N=C=S.O=C=O" charge=0
C 0.70918 -1.68918 -0.90736 -1.535 2.517 0.516
C 2.01678 1.30957 1.26396 -0.310 -1.629 0.623
N 0.12194 -0.62466 -0.71391 0.892 -1.985 -0.265
O 1.14201 2.00196 1.03238 -1.303 2.176 -0.769
O 2.73489 0.45844 1.53800 1.650 -0.556 0.181
S 1.27622 -3.10167 -1.09495 0.541 -1.168 -0.184
H 0.59550 0.24375 -0.84906 0.064 0.645 -0.102

***

6
Properties=species:S:1:pos:R:3:forces:R:3 method="wB97M-V/def2-TZVPD" e_homo_ha="-0.3334 / -0.3335" homo_lumo_gap_ev="7.44 / 7.45" relative_energy_ev=4.300 max_force_ev_per_a=6.2 total_energy_ev=-16458.2333 charge=0
C -2.08925 0.13494 0.58611 -0.811 0.635 0.912
C -1.32165 -0.57828 1.66821 -0.787 -2.016 1.874
N -0.76339 -0.07414 0.59380 5.940 -0.049 -1.784
O -3.02450 0.67040 0.14050 -0.517 0.100 -0.736
S -1.19231 -1.53530 2.98370 0.065 1.106 -1.144
H 0.77608 -0.12016 0.15681 -3.890 0.223 0.878

***

5
Properties=species:S:1:pos:R:3:forces:R:3 method="wB97M-V/def2-TZVPD" e_homo_ha=-0.4245 homo_lumo_gap_ev=11.01 relative_energy_ev=1.801 max_force_ev_per_a=4.8 total_energy_ev=-14412.0838 charge=0
C -1.04381 0.68237 -0.10055 1.183 -4.005 -2.278
C 0.91940 -1.19704 0.73629 -0.876 -0.521 1.162
N -1.18909 1.76403 0.17630 -0.582 2.572 0.986
S 2.03159 -0.95813 -0.23676 1.363 0.219 -0.998
H -0.71809 -0.29123 -0.57528 -1.087 1.735 1.127

***

7
Properties=species:S:1:pos:R:3:forces:R:3 method="wB97M-V/def2-TZVPD" e_homo_ha="-0.1091 / -0.1409" homo_lumo_gap_ev="6.27 / 6.72" relative_energy_ev=2.345 max_force_ev_per_a=3.5 total_energy_ev=-27852.4323 spin_multiplicity=3 charge=-1
C -2.48798 1.43726 0.05668 -0.895 0.319 0.703
C -1.58890 0.41876 0.04429 2.435 -2.184 1.255
O -1.91754 1.16126 -1.13752 -0.838 1.320 -2.076
O -3.31333 2.12984 0.55144 -0.521 0.906 -0.262
S -2.61686 -2.06152 -0.08399 0.194 0.291 0.072
S 0.14517 0.67128 0.59559 -0.719 1.264 -1.037
H -0.03796 -0.38542 1.27482 0.344 -1.917 1.346

***

7
Properties=species:S:1:pos:R:3:forces:R:3 method="wB97M-V/def2-TZVPD" e_homo_ha=-0.3458 homo_lumo_gap_ev=9.00 relative_energy_ev=0.485 max_force_ev_per_a=5.3 total_energy_ev=-17518.4237 smiles="O=POC#CO" charge=0
C 1.35309 0.01880 -0.25554 -5.081 -0.111 1.456
C 0.13227 -0.00536 0.01238 1.780 -0.456 -0.883
O -3.64318 -0.39034 0.24573 0.353 0.570 0.018
O 2.57202 0.43817 -0.34996 3.526 -1.913 0.963
O -1.20182 -0.38579 0.04973 2.685 0.166 -0.226
P -2.52185 0.55698 0.24525 -0.361 -0.408 0.013
H 3.30948 -0.23246 0.05240 -2.902 2.151 -1.341

***

7
Properties=species:S:1:pos:R:3:forces:R:3 method="wB97M-V/def2-TZVPD" e_homo_ha="-0.6293 / -0.7358" homo_lumo_gap_ev="7.30 / 10.20" relative_energy_ev=2.430 max_force_ev_per_a=4.4 total_energy_ev=-9048.3152 spin_multiplicity=2 charge=+2
O 1.14539 0.71110 0.67193 0.109 2.761 -0.519
O 0.82137 -2.52330 0.36717 -1.064 2.069 -0.504
O -0.63428 0.52932 -0.36887 -4.000 -0.565 -0.666
C 0.48304 -1.44188 0.16767 1.463 -3.166 1.446
C 0.15266 -0.08804 0.45892 0.620 1.487 -2.761
Sr -2.65699 1.29025 -1.28647 0.439 -0.183 0.197
H 0.68880 1.52255 -0.01034 2.433 -2.403 2.806

***

8
Properties=species:S:1:pos:R:3:forces:R:3 method="wB97M-V/def2-TZVPD" e_homo_ha=-0.2976 homo_lumo_gap_ev=7.33 relative_energy_ev=0.000 max_force_ev_per_a=2.5 total_energy_ev=-10936.5885 charge=0
O -2.61136 0.28330 0.25909 -0.586 0.071 -0.024
C -1.72852 1.10029 -0.09125 0.809 -1.320 -0.098
O -0.58492 0.74217 -0.48750 -0.063 0.368 -0.166
C 2.69187 -0.59440 0.40434 0.928 -2.270 -0.465
O 3.65671 0.02857 0.55550 -0.775 0.923 0.159
O 1.94533 -1.47820 0.21367 -0.341 1.302 0.245
Rb -1.42124 -2.27018 -0.80844 0.054 1.059 0.327
H -1.94788 2.18845 -0.04542 -0.026 -0.133 0.021

***

8
Properties=species:S:1:pos:R:3:forces:R:3 method="wB97M-V/def2-TZVPD" e_homo_ha=-0.1468 homo_lumo_gap_ev=7.97 relative_energy_ev=2.598 max_force_ev_per_a=6.0 total_energy_ev=-21114.1187 charge=-1
C -0.30720 0.71980 0.92894 2.622 -0.781 -2.365
C 1.27506 -0.00388 0.29469 -3.665 3.890 2.807
O -1.64262 -1.50523 0.13345 0.455 0.445 -0.014
O 2.38621 0.31666 0.61450 -0.274 -1.366 -1.022
O -1.18477 -0.09388 -1.77654 -0.036 0.689 0.908
O 0.72124 -0.89177 -0.52492 1.843 -1.299 -0.164
S -0.87202 -0.38805 -0.37926 -1.003 0.137 -0.027
H -0.37591 1.84635 0.70914 0.057 -1.715 -0.122

***

9
Properties=species:S:1:pos:R:3:forces:R:3 method="wB97M-V/def2-TZVPD" e_homo_ha=-0.1557 homo_lumo_gap_ev=8.20 relative_energy_ev=1.476 max_force_ev_per_a=2.6 total_energy_ev=-23162.5158 smiles="O=C1OC=[S@@](=O)([O-])O1" charge=-1
C -0.87913 -1.24015 0.02258 0.672 2.451 0.520
C 1.21778 -0.14341 -0.58838 -0.555 1.604 1.667
O -1.10523 -0.06030 0.68816 1.551 0.899 -0.713
O -1.71527 -2.06885 0.01709 -0.937 -1.953 -0.206
O 0.66760 1.93641 1.13271 -0.984 -1.949 -1.132
O -0.56626 1.85952 -0.96592 -0.175 -1.137 0.884
O 0.27545 -1.26889 -0.63549 0.837 -1.021 -0.009
S 0.11087 1.07310 0.05937 0.861 2.436 -0.099
H 1.99419 -0.08745 0.26987 -1.268 -1.330 -0.912

***

6
Properties=species:S:1:pos:R:3:forces:R:3 method="wB97M-V/def2-TZVPD" e_homo_ha=-0.1321 homo_lumo_gap_ev=7.34 relative_energy_ev=0.271 max_force_ev_per_a=3.6 total_energy_ev=-25808.5492 charge=-1
C 0.36165 0.62455 -0.18998 -2.039 -1.498 0.303
C 1.65190 0.25782 -0.71130 0.729 -2.342 2.608
O 2.21399 -0.06414 -1.70652 0.076 0.659 -1.736
S 2.14517 -0.13837 0.97485 0.029 0.479 -0.448
S -0.09225 2.20358 -0.06958 -0.534 0.609 0.050
H -0.37809 -0.28816 0.05650 1.738 2.093 -0.777

***

6
Properties=species:S:1:pos:R:3:forces:R:3 method="wB97M-V/def2-TZVPD" e_homo_ha="-0.0718 / -0.1511" homo_lumo_gap_ev="5.62 / 6.66" relative_energy_ev=0.062 max_force_ev_per_a=3.5 total_energy_ev=-25806.5164 spin_multiplicity=3 charge=-1
C 0.96499 1.45340 -0.61130 -0.220 -0.445 -3.092
C 1.79371 -0.06374 -1.37949 -1.102 1.499 -0.599
O 1.79323 -0.19531 -2.56045 -0.234 0.402 -0.261
S 2.29855 -0.77611 -0.04004 1.201 -1.804 1.890
S -0.61561 1.67086 -0.72127 -1.726 0.027 -0.678
H 1.39238 1.57883 0.28837 2.080 0.321 2.739

***

8
Properties=species:S:1:pos:R:3:forces:R:3 method="wB97M-V/def2-TZVPD" e_homo_ha="-0.4333 / -0.5611" homo_lumo_gap_ev="7.78 / 8.14" max_force_ev_per_a=1.4 total_energy_ev=-14635.8040 spin_multiplicity=3 charge=+1
O 0.98142 -0.14662 0.27058 0.352 -0.451 -0.221
Li 2.26312 -0.78803 -1.45669 -0.704 0.256 0.476
C 0.69048 -0.34035 1.49079 0.213 0.516 -0.305
O -0.11936 0.20320 2.20563 -0.471 -0.128 -0.006
Hg -2.38402 0.87914 1.37470 -0.044 0.119 0.838
O 0.33479 -0.26918 -2.05240 -0.203 0.709 0.767
O -1.40928 0.35990 -0.67563 1.074 0.105 -0.780
C -0.35714 0.10193 -1.15699 -0.218 -1.125 -0.769

***

7
Properties=species:S:1:pos:R:3:forces:R:3 method="wB97M-V/def2-TZVPD" e_homo_ha=-0.1935 homo_lumo_gap_ev=8.38 relative_energy_ev=0.710 max_force_ev_per_a=3.5 total_energy_ev=-20542.4611 charge=-1
C 2.15638 -0.04431 -0.00935 -1.263 0.683 0.203
C -1.61038 -0.03032 -0.01762 1.147 0.335 0.339
N 3.11087 -0.66442 -0.03296 1.882 -1.094 -0.110
O -1.51338 1.19781 -0.02896 0.427 2.249 -0.086
O -2.58237 -0.72410 -0.01397 -1.508 -2.129 -0.110
O -0.32971 -0.65870 0.04894 1.804 2.462 -0.102
S 0.76858 0.92403 0.05392 -2.488 -2.505 -0.134

***

10
Properties=species:S:1:pos:R:3:forces:R:3 method="wB97M-V/def2-TZVPD" e_homo_ha=-0.2159 homo_lumo_gap_ev=8.95 relative_energy_ev=0.000 max_force_ev_per_a=3.7 total_energy_ev=-44260.8271 charge=-1
C 2.73972 -0.38854 0.01883 -0.686 2.060 0.088
C -0.53149 0.13135 -0.56954 3.272 1.290 -1.046
N 3.10233 -1.45747 0.13239 0.856 -2.515 0.125
O -2.44902 -1.29060 0.58673 0.585 -0.108 0.224
O -0.12818 -0.10274 -1.66275 -0.277 -0.351 0.887
O -1.66262 0.94421 1.29731 -1.744 -0.604 -0.239
O -2.95595 0.59661 -0.81759 -0.097 0.629 0.022
S 2.24931 1.21054 -0.08146 0.215 0.530 -0.497
S 0.28203 1.16719 0.77969 0.930 -0.626 -0.756
S -2.07389 0.03396 0.16911 -3.056 -0.306 1.192

***

10
Properties=species:S:1:pos:R:3:forces:R:3 method="wB97M-V/def2-TZVPD" e_homo_ha=0.0519 homo_lumo_gap_ev=2.13 max_force_ev_per_a=9.5 total_energy_ev=-23188.4778 charge=-2
Na -3.32586 1.25695 22.82943 2.369 -3.327 -8.623
Na -1.88143 2.80138 23.53854 0.989 -0.045 3.625
C -3.52836 3.48285 22.10601 -4.400 -0.725 -4.835
O -4.00792 2.88388 23.05268 -3.540 4.473 5.812
O -4.25472 4.01277 21.23842 -0.736 3.013 -0.991
O -2.42185 3.02105 21.74292 6.427 -0.216 -3.566
C -4.41958 0.39041 25.26207 -1.975 0.605 3.160
O -5.44977 -0.29126 24.93668 -0.226 -0.977 0.942
O -3.75701 0.90419 24.37499 2.051 -1.451 1.516
O -4.03317 0.83058 26.39956 -0.959 -1.350 2.960

***

5
Properties=species:S:1:pos:R:3:forces:R:3 method="wB97M-V/def2-TZVPD" e_homo_ha=-0.4137 homo_lumo_gap_ev=11.09 relative_energy_ev=1.725 max_force_ev_per_a=4.9 total_energy_ev=-17002.4647 charge=0
C -0.72085 -0.87183 0.76854 1.992 -3.104 1.991
C 0.42660 2.05571 -0.27313 -0.111 0.205 0.083
O -1.23338 -0.32650 -0.06175 -2.456 2.879 -3.116
O -0.16647 -1.58797 1.48804 0.364 0.077 1.119
S 1.88368 1.85965 -0.65879 0.212 -0.057 -0.076